59
Properties=species:S:1:pos:R:3:forces:R:3 method="wB97M-V/def2-TZVPD" de_lowest_ev=7.2816 e_tot_ha=-3087.40763 homo_energy_ev=-2.682 lumo_ev=2.5 total_charge=-2
Ba 4.8609 1.7312 -9.9875 -0.7115 -0.6713 0.3862
N 7.0438 -0.2089 -6.4404 -2.2762 -1.8963 1.6570
O 5.8470 -0.5131 -6.5384 -1.4861 0.3830 -0.5360
O 7.5854 -0.3490 -5.3612 1.4523 0.2894 1.6364
O 7.6514 0.1205 -7.4247 2.1964 1.8835 -3.4436
N 3.2798 -2.8107 -11.7607 -2.0594 0.4768 -0.2353
O 2.3009 -3.3805 -12.1717 -1.6488 -3.1448 -2.2652
O 2.9841 -1.9633 -10.9330 2.0465 3.1799 2.6639
O 4.4003 -3.0273 -12.1984 2.2296 0.0292 -0.2451
C -1.2780 3.9932 -11.9708 -0.7781 -4.3548 0.0404
F -0.9095 5.0931 -12.4508 1.7815 3.8633 -1.3702
F -1.2468 3.9919 -10.6689 0.6022 0.4048 1.8395
F -2.5669 3.8550 -12.2809 -1.0847 -0.3696 -0.7037
S -0.2843 2.5069 -12.6029 1.9688 -3.8814 0.9366
O -0.0897 2.6428 -14.0465 -0.7154 0.8490 0.6853
O 1.0550 2.5330 -11.8874 -2.2378 0.9750 -0.7719
O -1.1010 1.3287 -12.1938 0.9911 2.7671 -0.6952
C -0.8007 2.2242 -5.8500 0.9532 -1.0042 -0.9799
F 0.0103 3.1893 -5.3604 -0.5407 0.1700 -0.2352
F -1.3704 1.6303 -4.8067 -0.3049 -0.0103 0.1882
F -1.7837 2.7697 -6.6024 0.6854 0.0589 0.4822
S 0.2848 0.9443 -6.8342 0.0194 -4.5452 -0.2226
O 0.7592 -0.0551 -5.8504 -0.0826 2.3628 0.3619
O -0.5894 0.1708 -7.7328 0.0744 2.5604 0.3288
O 1.3508 1.7388 -7.4340 -0.4685 0.6313 0.0874
C 7.7328 2.6286 -14.5357 -0.6888 0.2798 0.2898
C 7.9095 1.3580 -13.6736 2.9844 2.2245 1.0835
C 8.8848 1.6003 -12.4230 -0.5392 -0.5512 -0.5576
O 8.5640 2.7318 -11.6161 -1.0936 -0.5986 -1.6371
C 9.5437 3.1726 -10.7293 -0.1672 -0.3779 0.5121
N 6.6152 1.0105 -13.1823 -1.0165 -0.1902 -0.2302
H 7.3884 3.4335 -13.8864 0.2257 0.0679 0.2667
H 6.8749 2.5124 -15.1979 0.0336 -0.3088 -0.3241
H 8.5327 3.0433 -15.1492 0.3961 -0.5545 0.2824
H 8.3218 0.5296 -14.2498 0.4091 0.0531 -0.0919
H 9.9467 1.6360 -12.6664 0.0562 0.0803 -0.4986
H 8.7325 0.6791 -11.8607 0.1800 -0.1181 0.5246
H 10.4661 3.5303 -11.1868 -0.0838 0.3509 -0.4290
H 9.8554 2.3618 -10.0708 -0.1359 -0.0130 0.4296
H 8.9944 3.9491 -10.1969 0.7081 0.1361 0.3794
H 6.1759 1.0727 -14.0896 -1.6632 -0.1909 0.2780
H 6.6034 0.0171 -13.0003 -0.1197 -0.4049 0.3424
C 3.0049 6.2179 -9.3751 2.0237 0.4784 -0.1578
C 4.5799 6.5300 -9.4020 -0.8600 -3.0383 0.3150
C 5.1650 6.2110 -8.0260 0.1552 1.0006 -0.2366
O 5.0031 4.8497 -7.6667 -0.4937 -0.0159 0.0714
C 5.2906 4.6106 -6.2902 -0.9131 0.6693 0.6201
N 5.2555 5.5555 -10.3206 -0.7277 0.3548 0.1817
H 2.4797 7.0717 -8.9471 -0.1526 0.1179 -0.5315
H 2.7278 5.3722 -8.7457 0.4175 -0.1682 -0.1450
H 2.7893 5.9845 -10.4177 -0.7925 0.2709 0.1459
H 4.7924 7.5354 -9.7654 -0.1478 0.2458 0.5348
H 4.6620 6.9963 -7.4617 -0.3842 -0.5881 1.3208
H 6.2223 6.4417 -7.8954 0.4099 0.1997 -0.4709
H 4.6956 5.3035 -5.6953 0.2904 0.6014 0.1166
H 6.3494 4.7159 -6.0534 0.0736 -0.0631 -0.0962
H 4.8751 3.6864 -5.8885 0.3623 -0.5647 -0.9200
H 6.2128 5.8771 -10.3029 0.3941 -0.2968 -0.5028
H 4.8690 5.7328 -11.2367 0.2535 -0.0947 -0.4556


10
Properties=species:S:1:pos:R:3:forces:R:3 method="wB97M-V/def2-TZVPD" de_lowest_ev=0.0000 e_tot_ha=-793.71084 homo_energy_ev=-8.221 lumo_ev=-1.2 total_charge=0
C 1.2241 0.2715 -0.4660 -5.3881 -1.6004 1.4390
C 0.9005 -1.1828 -0.2420 0.6477 -0.3062 -0.0850
C 0.1957 1.1057 -0.2397 -0.3083 -1.7236 0.7534
C -0.2979 -1.6594 0.1073 -1.7954 -0.1687 0.5736
P -1.1937 -0.0937 0.4148 1.5482 0.9358 -3.3820
I -3.5516 0.6224 -0.0476 1.0930 -0.4381 -0.1584
H 2.1173 0.5809 -0.7357 4.2805 1.4129 -1.2531
H 1.6485 -1.9900 -0.2541 0.2477 0.7763 -0.2574
H 0.3124 2.1583 -0.2236 -0.4251 0.8147 -0.0570
H -1.3552 0.1873 1.6868 0.0999 0.2972 2.4268